The following is a quantum chemistry calculation of a molecular structure, C12H34BCuNOP2Si at a distorted geometry, from OMol25.

The calculation puts the molecular weight at 372.802 g/mol. Its spin multiplicity is 3. As for the net charge: +1. As for the HOMO energy (spin up / spin down): -8.8 / -11.3 eV.

Last column: Mulliken charge in e.
Geometry (Å):
Cu: -0.77 0.43 -0.98  -1.028
H: 0.25 -2.75 -1.78  -0.303
H: -0.35 -0.26 -2.61  -0.360
P: -2.65 -0.54 -0.66  1.261
P: 2.25 -2.13 -1.02  0.770
C: 2.78 -2.80 0.54  -1.281
H: 3.86 -2.95 0.52  0.396
H: 2.51 -2.08 1.32  0.331
H: 2.27 -3.74 0.74  0.399
C: 3.35 -2.72 -2.30  -1.224
H: 3.68 -1.89 -2.92  0.405
H: 4.21 -3.18 -1.79  0.410
H: 2.84 -3.46 -2.93  0.332
C: 2.55 -0.36 -0.82  -0.992
H: 1.88 0.08 -0.07  0.039
H: 3.60 -0.22 -0.49  0.479
H: 2.41 0.18 -1.77  0.364
C: -3.34 -2.17 -1.01  -1.023
H: -4.43 -2.12 -1.04  0.387
H: -2.96 -2.56 -1.96  0.268
H: -3.05 -2.86 -0.21  0.386
C: -2.92 -0.31 1.13  -1.039
H: -2.16 0.39 1.51  0.091
H: -3.92 0.10 1.32  0.370
H: -2.80 -1.28 1.62  0.356
C: -3.80 0.64 -1.44  -1.429
H: -3.89 0.42 -2.51  0.336
H: -4.78 0.59 -0.95  0.446
H: -3.39 1.66 -1.33  0.362
C: -0.16 2.21 -1.18  0.319
O: -0.04 3.10 -1.96  -0.541
H: -1.20 -0.68 -3.99  0.418
H: 0.41 -0.57 -4.10  0.407
H: 0.65 -2.90 -3.83  -0.187
H: -1.32 -2.90 -3.13  -0.206
B: -0.22 -2.44 -3.16  0.352
N: -0.34 -0.88 -3.48  0.141
H: 0.82 -3.12 -1.23  0.324
C: -0.45 1.91 4.41  -0.953
Si: 0.50 2.79 3.05  -0.018
C: -0.09 4.56 2.86  -1.002
C: 2.36 2.76 3.35  -0.951
C: 0.23 2.02 1.39  -0.161
C: 0.00 1.82 0.16  0.739
H: -0.38 2.48 5.35  0.336
H: -0.05 0.90 4.59  0.296
H: -1.52 1.80 4.15  0.300
H: 0.17 5.14 3.75  0.326
H: 0.38 5.03 1.98  0.336
H: -1.18 4.60 2.71  0.298
H: 2.71 1.74 3.58  0.296
H: 2.88 3.09 2.44  0.301
H: 2.63 3.43 4.18  0.323